No. 1
{
  "formula": "C6H13O2",
  "method": "ωB97M-V/def2-TZVPD",
  "multiplicity": 1,
  "total_charge": -1,
  "largest_force_ev_per_a": 6.8,
  "symbols": ["C", "O", "C", "C", "C", "C", "C", "H", "H", "H", "H", "H", "H", "H", "H", "H", "H", "H", "H", "H", "O"],
  "coordinates": [[-1.2767, 0.4721, -1.6459], [-0.6356, 1.6502, -1.9920], [-1.1118, 0.1551, -0.1626], [0.3334, -0.0843, 0.1950], [0.5923, -0.1046, 1.7281], [-0.2109, -1.9626, 3.3897], [0.6293, -1.4214, 2.4459], [-0.9060, -0.4037, -2.2176], [-2.3293, 0.5211, -2.0259], [-1.6869, 0.9252, 0.3767], [-1.7840, -0.7146, -0.0336], [0.6498, -1.0174, -0.2706], [0.9269, 0.7631, -0.1175], [1.6539, 0.2289, 1.7374], [0.0383, 0.5901, 2.3629], [-1.1258, -1.3363, 2.4692], [-0.6157, -2.9743, 3.2425], [1.3718, -2.0568, 1.9283], [0.5460, 1.1579, -2.4216], [1.8218, 1.6158, -3.3721], [1.5794, 0.9113, -2.7642]],
  "atomic_forces_ev_per_a": [[0.1029, 1.0109, -1.2175], [0.0459, -0.8490, 0.0428], [-2.2777, -0.4696, -0.6771], [-1.1164, 0.2635, 1.4283], [1.9693, 0.1395, 1.2127], [-3.6870, 2.8522, -4.9222], [0.2903, -1.9762, -1.2871], [0.3968, -0.1272, 0.0159], [-0.0588, -0.1334, 0.9369], [0.9189, 0.2189, 0.2253], [0.5514, -0.3738, 0.4010], [0.3592, 0.1221, -0.0687], [0.0324, -0.0727, -0.7928], [-0.3736, 0.0302, 0.4993], [-0.3606, 0.2349, -0.5704], [1.0709, -1.0538, 3.5065], [1.4657, -0.2215, 0.8062], [0.3292, -0.0730, 0.5490], [0.5752, 0.8738, -0.2372], [-0.1940, -0.0333, 0.1006], [-0.0400, -0.3625, 0.0486]],
  "nbo_charge": [-0.04, -0.91, -0.44, -0.39, -0.47, -0.55, -0.05, 0.11, 0.12, 0.19, 0.17, 0.21, 0.25, 0.21, 0.21, 0.19, 0.20, 0.16, 0.49, 0.43, -1.10]
}


No. 2
{
  "formula": "C6H13O2",
  "method": "ωB97M-V/def2-TZVPD",
  "multiplicity": 1,
  "total_charge": -1,
  "largest_force_ev_per_a": 3.9,
  "symbols": ["C", "C", "C", "H", "H", "H", "H", "H", "H", "H", "H", "C", "C", "C", "O", "O", "H", "H", "H", "H", "H"],
  "coordinates": [[-0.1758, -1.1520, -2.0775], [-0.5977, 0.2910, -2.4762], [-1.2352, -2.0025, -1.3375], [0.1885, -1.8098, -2.8659], [0.7362, -1.0658, -1.5192], [-1.2205, 0.7887, -1.6965], [-1.3469, 0.2164, -3.2930], [-1.8449, -1.3350, -0.6805], [-1.7670, -2.5970, -2.0611], [0.3032, 0.8091, -2.7180], [-0.9712, -2.6922, -0.5835], [-0.3791, 1.0920, 1.1092], [-1.2682, 0.0651, 1.7264], [1.1944, 0.8240, 1.1785], [1.5131, -0.1665, 1.8711], [1.8081, 1.6261, 0.4564], [-0.7112, 1.1812, 0.0720], [-0.5245, 1.9237, 1.8354], [-0.3165, -0.5707, 1.9346], [-1.7727, -0.7536, 1.2879], [-1.8886, 0.3759, 2.5781]],
  "atomic_forces_ev_per_a": [[0.0740, -0.5303, 0.8476], [-1.9351, -1.8235, -0.0090], [-0.5886, 1.9624, 0.2445], [-0.2365, 0.5078, -0.8913], [0.3049, 0.2271, 0.9779], [1.0603, -0.3580, -0.2173], [0.7634, 0.2576, -0.1630], [-0.2513, -0.3196, -1.1418], [-0.9103, 0.1510, -0.2181], [0.1912, 0.8318, -0.3063], [1.5102, -0.9572, 0.6250], [-0.7988, 0.8478, 0.0110], [2.3573, -2.3113, 2.0306], [-1.9850, -0.4243, -0.8073], [0.8890, 0.3751, -0.1725], [0.9209, -0.1190, 0.3610], [0.5640, 1.2904, 0.2200], [0.1254, 0.4254, -1.4233], [-1.5286, 0.1904, 1.7606], [-1.1337, -0.0997, -1.7965], [0.6073, -0.1239, 0.0683]],
  "nbo_charge": [-0.41, -0.60, -0.63, 0.18, 0.22, 0.21, 0.18, 0.21, 0.18, 0.22, 0.21, -0.55, -0.73, 0.77, -0.77, -0.77, 0.19, 0.20, 0.29, 0.19, 0.18]
}


No. 3
{
  "formula": "C6H13O2",
  "method": "ωB97M-V/def2-TZVPD",
  "multiplicity": 1,
  "total_charge": -1,
  "largest_force_ev_per_a": 1.9,
  "symbols": ["C", "C", "O", "O", "H", "H", "H", "C", "C", "C", "C", "H", "H", "H", "H", "H", "H", "H", "H", "H", "H"],
  "coordinates": [[2.1873, 1.9359, -1.2219], [2.9390, 1.0862, -2.3364], [3.9651, 0.5121, -1.9470], [2.3032, 1.0446, -3.4150], [2.6648, 1.8872, -0.2224], [1.1713, 1.6087, -1.0187], [2.2056, 3.0303, -1.3285], [-1.1694, -0.6863, 1.1723], [-1.2570, 0.5630, 0.2896], [-2.4999, -1.4587, 1.1726], [-0.0143, -1.6069, 0.8013], [-0.9729, -0.2120, 2.1481], [-1.2327, 0.4544, -0.8042], [-2.7930, -1.4722, 0.1283], [-2.4233, -2.4280, 1.6595], [-3.1890, -0.9348, 1.8359], [0.9842, -1.1768, 0.7527], [0.0307, -2.4067, 1.5520], [-0.4385, 1.2690, 0.4352], [-2.1914, 1.0975, 0.4819], [-0.2698, -2.1064, -0.1351]],
  "atomic_forces_ev_per_a": [[0.8555, 0.5251, 1.4153], [-1.6485, 0.4726, 0.8388], [0.5433, -0.1546, -0.3643], [0.5973, -0.0750, -0.0901], [0.2320, -0.5843, -0.3736], [-0.2498, -0.0077, -0.5846], [-0.3069, -0.1775, -0.8534], [0.5897, 0.8830, 0.0997], [-0.2196, 0.5256, -0.8192], [0.7864, 0.8691, 0.8018], [-0.3867, -0.6983, 0.3975], [-0.1052, -0.6767, 0.1530], [-0.0905, -0.7528, 0.1640], [-0.6453, -0.4803, 0.0528], [0.2428, -0.3771, -0.4982], [-0.4397, 0.2972, -0.5429], [-0.1711, 0.3491, -0.2130], [0.0678, 0.0253, -0.0516], [0.0545, -0.1265, 0.4673], [-0.0002, 0.0660, 0.2055], [0.2940, 0.0979, -0.2047]],
  "nbo_charge": [-0.75, 0.77, -0.78, -0.79, 0.18, 0.18, 0.19, -0.21, -0.62, -0.61, -0.60, 0.18, 0.22, 0.21, 0.20, 0.20, 0.23, 0.19, 0.22, 0.19, 0.20]
}


Values of HOMO level, in order: -3.6 -4.0 -3.8, all in eV.
Values of energy above the lowest of the compared OMol25 structures with the same formula, charge and spin, in order: 5.9438 2.1868 0.7781, all in eV.
Values of gap between HOMO and LUMO, in order: 0.26390 0.28316 0.25910, all in Ha.